No. 1
The following is a DFT calculation (ωB97M-V with the def2-TZVPD basis set) of a 2-piece molecular cluster, C3H6O overall in a non-equilibrium geometry.

* gap between HOMO and LUMO (alpha / beta): 0.31691 / 0.30188 Eh
* HOMO (alpha / beta): -8.375 / -8.018 eV
* 2S+1: 1
* E_LUMO (alpha / beta): 0.00914 / 0.00723 hartree
* ΔE to the lowest compared entry with this formula, charge and spin: 101.81 kcal per mole

Atoms and positions in Å:
C 1.80 0.19 0.07
C -0.47 -0.84 -0.07
C -1.27 0.37 -0.17
O 2.98 0.04 -0.21
H -0.19 -1.33 -1.03
H 1.49 0.73 0.93
H -0.17 -1.15 0.94
H -2.35 0.28 0.08
H -1.03 0.72 -1.10
H -0.79 0.99 0.54

No. 2
The following is a DFT calculation (ωB97M-V with the def2-TZVPD basis set) of an isolated molecule of C16H18N2O6 in a non-equilibrium geometry.

* gap between HOMO and LUMO: 0.31758 Eh
* HOMO: -9.408 eV
* 2S+1: 1
* SMILES: CCCCN(C)C(=O)c1cc2cc([N+](=O)[O-])cc(OC)c2oc1=O
* E_LUMO: -0.02816 hartree
* ΔE to the lowest compared entry with this formula, charge and spin: 108.66 kcal per mole

Atoms and positions in Å:
C -4.54 -0.04 2.03
C -4.42 -0.74 0.68
C -4.79 0.17 -0.50
C -3.85 1.37 -0.66
N -2.47 0.97 -0.83
C -2.13 0.26 -2.04
C -1.60 1.20 0.17
O -1.86 1.86 1.16
C -0.22 0.62 0.03
C 0.88 1.40 0.08
C 2.19 0.82 0.08
C 3.36 1.59 0.10
C 4.58 0.93 0.11
N 5.80 1.71 0.13
O 5.69 2.91 0.12
O 6.84 1.10 0.15
C 4.67 -0.46 0.09
C 3.53 -1.23 0.07
O 3.49 -2.58 0.05
C 4.71 -3.29 0.08
C 2.27 -0.58 0.06
O 1.17 -1.35 0.04
C -0.10 -0.84 0.03
O -1.01 -1.62 0.02
H -3.80 0.75 2.13
H -5.53 0.40 2.15
H -4.39 -0.76 2.83
H -3.40 -1.11 0.55
H -5.09 -1.60 0.66
H -5.80 0.56 -0.36
H -4.79 -0.42 -1.42
H -4.16 1.96 -1.54
H -3.90 2.01 0.22
H -1.08 0.42 -2.29
H -2.30 -0.81 -1.93
H -2.74 0.64 -2.85
H 0.78 2.48 0.12
H 3.32 2.66 0.12
H 5.66 -0.90 0.10
H 5.28 -3.07 0.98
H 4.43 -4.34 0.07
H 5.32 -3.06 -0.80

No. 3
The following is a DFT calculation (ωB97M-V with the def2-TZVPD basis set) of C48H50N4O6PRbS3 as an isolated structure in a non-equilibrium geometry.

* gap between HOMO and LUMO: 0.20542 Eh
* HOMO: -2.665 eV
* 2S+1: 1
* E_LUMO: 0.10748 hartree
* ΔE to the lowest compared entry with this formula, charge and spin: 56.54 kcal per mole
* charge: -2

Atoms and positions in Å:
Rb -0.33 0.13 0.54
C -1.13 2.31 3.61
C 0.38 2.08 3.85
N 0.67 0.67 4.02
C 0.37 0.11 5.31
C -0.33 -1.26 5.18
N -1.39 -1.21 4.19
C -2.52 -0.36 4.49
C -2.85 0.58 3.32
N -1.68 1.24 2.80
H -1.65 2.34 4.57
H -1.26 3.28 3.12
H 0.92 2.42 2.98
H 0.71 2.69 4.71
H 1.60 0.43 3.72
H 1.26 -0.02 5.94
H -0.31 0.79 5.84
H 0.40 -1.99 4.84
H -0.69 -1.57 6.18
H -1.70 -2.15 3.96
H -3.41 -0.96 4.73
H -2.30 0.24 5.38
H -3.28 -0.02 2.51
H -3.62 1.30 3.67
H -1.88 1.58 1.87
C -5.60 2.47 -4.13
C -5.68 3.43 -3.13
C -4.72 3.49 -2.13
C -3.67 2.58 -2.10
C -3.61 1.62 -3.11
C -4.55 1.56 -4.12
P -2.12 2.48 -0.97
C -2.89 3.43 0.39
C -2.30 4.56 0.94
C -2.91 5.23 1.99
C -4.11 4.77 2.50
C -4.69 3.62 1.97
C -4.08 2.96 0.93
C -1.30 3.80 -1.94
C -1.57 4.61 -3.01
C -0.54 5.45 -3.49
C 0.72 5.43 -2.96
C 1.05 4.57 -1.88
C 2.31 4.36 -1.29
C 2.43 3.41 -0.30
C 1.33 2.68 0.20
C 0.05 2.87 -0.30
C -0.01 3.80 -1.37
H -6.35 2.43 -4.91
H -6.49 4.15 -3.15
H -4.79 4.26 -1.37
H -2.78 0.92 -3.09
H -4.47 0.81 -4.90
H -1.36 4.92 0.54
H -2.45 6.11 2.41
H -4.59 5.29 3.32
H -5.62 3.25 2.39
H -4.53 2.06 0.52
H -2.55 4.63 -3.48
H -0.77 6.11 -4.32
H 1.49 6.07 -3.38
H 3.17 4.90 -1.65
H 3.41 3.20 0.11
H 1.54 1.94 0.97
C -3.59 -2.41 -1.96
S -2.09 -1.61 -1.23
O -2.57 -1.04 0.04
C -1.30 -3.17 -0.75
C -1.13 -3.42 0.60
C -0.45 -4.56 1.00
C 0.06 -5.43 0.05
C -0.12 -5.17 -1.30
C -0.80 -4.04 -1.71
H -4.02 -3.08 -1.22
H -3.30 -2.95 -2.85
H -4.28 -1.62 -2.20
H -1.54 -2.73 1.32
H -0.33 -4.77 2.05
H 0.61 -6.31 0.36
H 0.29 -5.84 -2.03
H -0.93 -3.83 -2.75
N 2.09 -1.79 1.95
C 3.47 -1.85 1.67
C 3.91 -1.62 0.38
C 5.27 -1.61 0.10
C 6.19 -1.83 1.11
C 5.75 -2.08 2.39
C 4.40 -2.10 2.68
S 7.96 -1.82 0.73
O 8.31 -3.24 0.60
O 8.58 -1.18 1.89
O 8.10 -1.07 -0.51
H 1.83 -2.30 2.79
H 1.53 -2.08 1.15
H 3.18 -1.44 -0.40
H 5.64 -1.43 -0.89
H 6.50 -2.27 3.15
H 4.05 -2.30 3.69
O 4.80 -5.52 -6.39
C 4.33 -5.83 -5.14
O 4.60 -6.91 -4.66
C 3.51 -4.80 -4.51
C 3.38 -4.78 -3.11
C 2.63 -3.82 -2.48
C 1.93 -2.85 -3.22
S 0.95 -1.68 -2.47
C 2.02 -2.91 -4.63
C 2.81 -3.84 -5.25
H 4.60 -4.59 -6.58
H 3.91 -5.53 -2.54
H 2.57 -3.79 -1.40
H 1.46 -2.19 -5.21
H 2.85 -3.84 -6.34

No. 4
The following is a DFT calculation (ωB97M-V with the def2-TZVPD basis set) of a 2-piece molecular cluster, C31H54BrN6O7PS overall in a non-equilibrium geometry.

* gap between HOMO and LUMO: 0.05516 Eh
* HOMO: -3.923 eV
* 2S+1: 1
* E_LUMO: -0.08900 hartree

Atoms and positions in Å:
C 0.10 -1.66 3.33
C -0.99 -2.84 3.52
C -2.12 -2.79 2.34
O -3.25 -3.29 2.62
O -1.76 -2.14 1.11
C -2.20 -2.89 -0.06
C -2.56 -1.78 -1.21
C -3.56 -0.62 -0.69
C -2.93 0.77 -0.13
C -2.41 1.11 1.35
C -3.48 1.97 2.23
C -4.94 1.26 2.32
C -6.03 2.49 2.38
N -6.06 3.17 1.04
C -7.42 3.61 0.65
N -7.75 3.52 -0.65
N -8.47 4.11 1.56
N -2.87 1.72 -1.11
C -2.30 3.08 -0.91
C -0.67 2.95 -1.02
O 0.01 3.90 -0.13
C 1.23 3.21 0.28
O 1.25 2.83 1.50
C 2.44 2.90 -0.76
C 3.89 2.81 -0.04
C -3.42 1.37 -2.49
C -2.27 1.29 -3.61
C -2.72 0.59 -4.99
O -2.77 -0.67 -5.17
Br -3.20 1.68 -6.62
N -4.57 2.34 -2.64
C -4.41 3.16 -3.65
O -4.18 4.05 -4.50
C -4.21 -0.01 -2.07
P -6.13 0.11 -2.03
S -6.78 -1.75 -1.97
H 0.60 -1.46 4.35
H -0.49 -0.69 3.07
H 0.89 -1.87 2.52
H -1.58 -2.59 4.49
H -0.55 -3.89 3.67
H -1.37 -3.54 -0.52
H -3.15 -3.51 0.09
H -1.62 -1.39 -1.75
H -3.15 -2.38 -2.01
H -4.49 -0.98 -0.09
H -1.44 1.76 1.32
H -2.14 0.20 1.99
H -3.06 1.94 3.32
H -3.56 3.07 1.91
H -5.04 0.54 3.22
H -5.20 0.65 1.38
H -7.06 1.99 2.52
H -5.75 3.21 3.25
H -5.36 3.93 0.97
H -6.95 3.16 -1.19
H -8.16 4.17 2.54
H -9.35 3.59 1.46
H -2.60 3.85 -1.70
H -2.51 3.54 0.12
H -0.31 3.17 -2.09
H -0.38 1.89 -0.66
H 2.21 1.87 -1.21
H 2.52 3.68 -1.60
H 4.18 1.72 0.26
H 4.70 3.15 -0.80
H 3.97 3.44 0.93
H -1.43 0.62 -3.17
H -1.79 2.32 -3.86
H -4.07 -0.69 -2.98
H -6.51 0.72 -3.29
H -6.56 0.87 -0.89
C 7.32 -2.92 2.42
C 7.58 -2.24 1.06
C 8.23 -3.25 0.09
C 7.31 -4.36 -0.41
C 5.83 -3.96 -0.45
C 5.58 -2.43 -0.53
N 6.25 -1.79 0.61
O 6.06 -0.44 0.65
C 4.05 -2.24 -0.38
C 5.99 -1.91 -1.92
C 8.63 -1.13 1.29
H 6.90 -2.22 3.14
H 8.25 -3.31 2.86
H 6.63 -3.76 2.34
H 8.62 -2.71 -0.78
H 9.11 -3.71 0.56
H 7.64 -4.66 -1.41
H 7.41 -5.25 0.22
H 5.35 -4.47 -1.29
H 5.35 -4.35 0.45
H 3.71 -2.56 0.61
H 3.51 -2.84 -1.12
H 3.75 -1.20 -0.53
H 5.44 -2.43 -2.71
H 7.06 -2.05 -2.13
H 5.77 -0.84 -2.03
H 9.56 -1.56 1.68
H 8.30 -0.39 2.02
H 8.88 -0.61 0.36

No. 5
The following is a DFT calculation (ωB97M-V with the def2-TZVPD basis set) of a 2-piece molecular cluster, C5H11O2S overall in a non-equilibrium geometry.

* gap between HOMO and LUMO: 0.26727 Eh
* HOMO: -4.110 eV
* 2S+1: 1
* E_LUMO: 0.11623 hartree
* ΔE to the lowest compared entry with this formula, charge and spin: 21.04 kcal per mole
* charge: -1

Atoms and positions in Å:
C 0.85 -0.63 -1.36
C 1.83 -0.92 -0.21
C 1.06 2.07 -0.40
S 1.19 1.12 -1.95
H 1.19 -1.21 -2.15
H -0.21 -0.78 -0.95
H 1.52 -0.38 0.73
H 2.84 -0.73 -0.39
H 2.00 2.04 0.13
H 0.81 3.12 -0.52
H 0.21 1.62 0.25
H 1.72 -1.98 0.15
C -2.59 -0.75 0.42
C -1.62 -0.21 1.64
O -0.80 -0.95 2.19
O -1.76 1.03 1.82
H -2.44 -1.81 0.28
H -2.15 -0.13 -0.29
H -3.66 -0.51 0.59

No. 6
The following is a DFT calculation (ωB97M-V with the def2-TZVPD basis set) of a 4-piece molecular cluster, CH9O4 overall in a non-equilibrium geometry.

* gap between HOMO and LUMO: 0.28301 Eh
* HOMO: -3.694 eV
* 2S+1: 1
* E_LUMO: 0.14726 hartree
* ΔE to the lowest compared entry with this formula, charge and spin: 22.77 kcal per mole
* charge: -1

Atoms and positions in Å:
C 0.99 0.63 -1.04
O 0.07 0.22 -0.14
H 2.14 0.58 -0.70
H 0.88 0.04 -1.99
H 1.03 1.69 -1.39
H -0.53 -0.12 2.39
H -0.94 -1.10 1.36
O -1.09 -0.89 2.25
H 0.02 -1.87 -1.11
H -0.72 -2.83 -2.15
O -0.04 -2.76 -1.45
H -0.62 1.44 0.80
H -0.51 2.96 1.46
O -0.68 2.00 1.72

No. 7
The following is a DFT calculation (ωB97M-V with the def2-TZVPD basis set) of C11H39Ag3O13P as an isolated structure in a non-equilibrium geometry.

* gap between HOMO and LUMO (alpha / beta): 0.18934 / 0.16448 Eh
* HOMO (alpha / beta): -8.408 / -11.898 eV
* 2S+1: 5
* ⟨S²⟩: 6.021
* E_LUMO (alpha / beta): -0.11965 / -0.27275 hartree
* charge: +1

Atoms and positions in Å:
Ag 2.46 1.00 -0.74
Ag -0.77 2.07 -2.25
Ag -2.65 0.92 1.24
P -0.18 0.85 0.21
O -1.52 0.89 -0.57
O -0.62 1.07 1.66
O 0.59 2.06 -0.41
O 0.87 -0.28 0.03
C 2.71 -0.89 -3.91
C 1.87 0.40 -4.05
C 0.87 0.32 -5.20
O 1.30 0.88 -2.89
H 3.25 -0.96 -4.86
H 2.03 -1.74 -3.86
H 3.41 -0.98 -3.08
H 2.51 1.16 -4.49
H 0.53 1.32 -5.44
H 0.03 -0.38 -5.21
H 1.40 -0.12 -6.05
C 0.84 -1.34 3.53
O 1.67 -1.62 2.48
H 1.42 -1.38 4.46
H 0.44 -0.33 3.48
H -0.07 -1.94 3.50
H 1.08 -1.39 1.76
C -0.19 -2.90 -1.79
O 0.17 -2.83 -0.42
H -0.61 -1.96 -2.13
H 0.70 -3.17 -2.37
H -0.85 -3.76 -1.88
H 0.57 -1.96 -0.40
C 0.39 4.91 1.19
O 1.19 4.52 0.11
H -0.17 4.11 1.68
H 1.01 5.51 1.85
H -0.41 5.57 0.87
H 0.88 3.67 -0.21
C -3.86 -1.26 -2.86
O -2.88 -1.31 -3.91
H -3.42 -0.79 -1.99
H -4.81 -0.77 -3.08
H -4.05 -2.30 -2.59
H -2.62 -0.41 -4.11
C -2.95 0.26 4.24
O -3.79 0.28 3.08
H -1.92 0.50 3.99
H -3.23 1.01 4.97
H -2.83 -0.74 4.67
H -4.68 0.28 3.44
C -3.11 -2.58 1.07
O -2.10 -1.61 1.08
H -3.75 -2.49 0.19
H -2.69 -3.56 1.29
H -3.80 -2.41 1.90
H -1.45 -1.91 0.44
C 4.14 -1.66 -0.01
O 4.30 -0.57 -0.90
H 3.10 -1.93 0.18
H 4.54 -2.56 -0.49
H 4.66 -1.46 0.93
H 5.17 -0.62 -1.31
C 1.07 3.06 4.27
O 1.24 2.34 3.11
H 0.69 2.44 5.07
H 2.00 3.48 4.66
H 0.46 3.95 4.11
H 0.40 2.04 2.74

No. 8
The following is a DFT calculation (ωB97M-V with the def2-TZVPD basis set) of an isolated molecule of CFN3O2 in a non-equilibrium geometry.

* gap between HOMO and LUMO (alpha / beta): 0.30294 / 0.27256 Eh
* HOMO (alpha / beta): -10.001 / -9.464 eV
* 2S+1: 1
* SMILES: O=NON=C=NF
* E_LUMO (alpha / beta): -0.06459 / -0.07525 hartree
* ΔE to the lowest compared entry with this formula, charge and spin: 124.10 kcal per mole

Atoms and positions in Å:
O -0.84 -1.24 1.27
N -0.33 -1.69 0.34
O 0.30 -1.52 -0.65
N 0.98 -0.07 -1.16
C 0.61 0.84 -0.54
N -0.05 1.21 0.45
F -0.67 2.47 0.29

No. 9
The following is a DFT calculation (ωB97M-V with the def2-TZVPD basis set) of C2H6IN as an isolated structure in a non-equilibrium geometry.

* gap between HOMO and LUMO: 0.32860 Eh
* HOMO: -8.720 eV
* 2S+1: 1
* E_LUMO: 0.00815 hartree
* ΔE to the lowest compared entry with this formula, charge and spin: 28.65 kcal per mole

Atoms and positions in Å:
C -1.30 -0.17 -0.12
C -0.05 0.56 0.38
N 1.31 -0.77 -0.01
I 3.04 0.32 0.33
H -2.00 -0.44 0.71
H -1.74 0.47 -0.89
H -0.82 -1.03 -0.64
H 0.17 1.49 -0.16
H 0.15 0.51 1.38
H 1.25 -0.95 -0.99

No. 10
The following is a DFT calculation (ωB97M-V with the def2-TZVPD basis set) of a 2-piece molecular cluster, C4H9NO overall in a non-equilibrium geometry.

* gap between HOMO and LUMO: 0.29778 Eh
* HOMO: -7.474 eV
* 2S+1: 1
* SMILES: C=C/C=C/N.O
* E_LUMO: 0.02311 hartree
* ΔE to the lowest compared entry with this formula, charge and spin: 43.24 kcal per mole

Atoms and positions in Å:
C -3.16 -0.90 0.05
C -2.24 0.05 -0.06
C -0.86 -0.02 -0.43
C 0.00 1.00 -0.36
N 1.33 0.89 -0.75
H -4.13 -0.64 0.44
H -3.00 -1.96 -0.13
H -2.58 1.06 0.19
H -0.45 -0.97 -0.77
H -0.26 2.02 -0.09
H 1.95 1.57 -0.33
H 1.71 -0.04 -0.71
O 3.74 -0.34 0.85
H 4.46 -0.87 0.47
H 3.49 -0.86 1.62

No. 11
The following is a DFT calculation (ωB97M-V with the def2-TZVPD basis set) of an isolated ion of composition C12H26N4O5P and charge +1.

* gap between HOMO and LUMO: 0.33622 Eh
* HOMO: -12.764 eV
* 2S+1: 1
* SMILES: CC[C@@]1(C)O[C@](C)(N)NC(N(CCCC(=O)O)P(C)O)=[N+]1O
* E_LUMO: -0.13286 hartree
* charge: +1

Atoms and positions in Å:
C 2.41 2.21 -0.83
C 2.98 0.90 -1.37
C 2.53 -0.42 -0.74
C 3.27 -1.58 -1.42
O 2.89 -0.52 0.64
C 2.08 -0.09 1.70
C 2.70 1.04 2.52
N 1.91 -1.26 2.54
N 0.76 0.37 1.15
C 0.24 -0.41 0.18
N -0.99 -0.89 0.17
C -1.91 -0.44 1.24
C -2.44 1.00 1.03
C -3.85 1.09 0.44
C -3.95 1.39 -1.04
O -4.88 1.07 -1.72
O -2.92 2.12 -1.51
P -1.44 -2.00 -1.21
C -2.82 -2.89 -0.47
O -2.27 -0.94 -2.15
N 1.05 -0.69 -0.91
O 0.57 0.03 -2.06
H 2.85 3.04 -1.39
H 1.33 2.29 -0.96
H 2.64 2.37 0.22
H 2.85 0.83 -2.45
H 4.06 0.90 -1.19
H 4.04 -1.97 -0.76
H 2.58 -2.39 -1.64
H 3.71 -1.27 -2.37
H 3.48 1.54 1.96
H 3.12 0.62 3.43
H 1.94 1.77 2.82
H 1.91 -2.11 1.98
H 1.09 -1.23 3.13
H 0.12 0.65 1.89
H -2.73 -1.14 1.30
H -1.38 -0.49 2.19
H -2.45 1.48 2.02
H -1.74 1.56 0.42
H -4.39 1.91 0.93
H -4.44 0.18 0.60
H -3.07 2.19 -2.47
H -2.44 -3.57 0.29
H -3.61 -2.27 -0.04
H -3.27 -3.46 -1.29
H -1.86 -0.94 -3.03
H -0.27 0.46 -1.82

No. 12
The following is a DFT calculation (ωB97M-V with the def2-TZVPD basis set) of a 2-piece molecular cluster, C4H2O3 overall in a non-equilibrium geometry.

* gap between HOMO and LUMO: 0.31499 Eh
* HOMO: -9.115 eV
* 2S+1: 1
* SMILES: C=C=C=O.O=C=O
* E_LUMO: -0.01999 hartree
* ΔE to the lowest compared entry with this formula, charge and spin: 42.05 kcal per mole

Atoms and positions in Å:
C -0.23 -1.64 1.01
C -0.47 -1.11 -0.15
C -1.06 -0.14 -0.78
O -1.46 0.31 -1.75
H 0.33 -2.49 1.23
H -0.52 -1.20 1.99
O 2.01 1.36 -0.74
C 1.12 2.09 -0.52
O 0.28 2.82 -0.30

No. 13
The following is a DFT calculation (ωB97M-V with the def2-TZVPD basis set) of an isolated molecule of C3H8N2O2 in a non-equilibrium geometry.

* gap between HOMO and LUMO: 0.35493 Eh
* HOMO: -9.110 eV
* 2S+1: 1
* SMILES: NCC(=O)NCO
* E_LUMO: 0.02013 hartree
* ΔE to the lowest compared entry with this formula, charge and spin: 46.18 kcal per mole

Atoms and positions in Å:
N -0.30 -1.64 -0.86
C 0.97 -0.89 -0.82
C 1.16 -0.39 0.59
O 1.96 -0.89 1.35
N 0.29 0.63 0.94
C -0.59 1.53 0.15
O -1.81 1.93 0.74
H -0.40 -2.50 -0.29
H -1.08 -1.10 -1.18
H 1.87 -1.59 -0.81
H 1.03 -0.21 -1.65
H -0.06 0.50 1.89
H -0.63 1.04 -0.86
H -0.05 2.46 0.04
H -2.35 1.12 0.79

No. 14
The following is a DFT calculation (ωB97M-V with the def2-TZVPD basis set) of a 3-piece molecular cluster, C5H15N3 overall in a non-equilibrium geometry.

* gap between HOMO and LUMO: 0.29552 Eh
* HOMO: -7.383 eV
* 2S+1: 1
* E_LUMO: 0.02419 hartree
* ΔE to the lowest compared entry with this formula, charge and spin: 82.73 kcal per mole

Atoms and positions in Å:
C 0.69 -0.76 -0.13
C 1.02 -1.95 -0.98
C 0.27 -1.02 1.28
C -1.57 -0.62 -1.04
N 1.39 0.34 -0.36
H 1.33 1.17 0.27
H 1.73 0.51 -1.29
H 1.91 -2.44 -0.56
H 0.20 -2.67 -0.98
H 1.24 -1.67 -2.01
H -0.20 -0.14 1.73
H 1.17 -1.25 1.87
H -0.40 -1.87 1.34
H -2.59 -0.22 -1.08
H -1.20 -0.75 -2.06
H -1.74 -1.60 -0.60
N -1.06 1.98 -0.22
C -0.58 2.27 1.00
N 0.67 2.58 1.22
H -0.39 2.24 -0.94
H -1.42 0.85 -0.45
H 0.83 2.84 2.19
H -1.31 2.17 1.81

Number 1: calculated total energy -192.9810 Ha. Number 2: calculated total energy -1181.3704 Ha. Number 3: calculated total energy -4089.6004 Ha. Number 4: calculated total energy -5381.8912 Ha. Number 5: calculated total energy -745.8101 Ha. Number 6: calculated total energy -344.4587 Ha. Number 7: calculated total energy -2202.3298 Ha. Number 8: calculated total energy -452.3494 Ha. Number 9: calculated total energy -432.1508 Ha. Number 10: calculated total energy -287.7635 Ha. Number 11: calculated total energy -1409.1806 Ha. Number 12: calculated total energy -379.2736 Ha. Number 13: calculated total energy -379.0674 Ha. Number 14: calculated total energy -363.6553 Ha.